{"formula": "C20H22N2O6S", "method": "ωB97M-V/def2-TZVPD", "gap_ev": 8.373, "smiles": "CCOc1ccc(NS(=O)(=O)c2ccc3c(c2)CCN3C(=O)CCC(=O)O)cc1", "total_energy_ev": -47198.289, "fmax_ev_per_a": 0.9, "mol_weight_g_mol": 418.5, "species": ["C", "C", "O", "C", "C", "C", "C", "N", "S", "O", "O", "C", "C", "C", "C", "C", "C", "C", "C", "N", "C", "O", "C", "C", "C", "O", "O", "C", "C", "H", "H", "H", "H", "H", "H", "H", "H", "H", "H", "H", "H", "H", "H", "H", "H", "H", "H", "H", "H", "H", "H"], "positions_angstrom": [[-2.1083, 3.4758, 1.8126], [-0.8990, 2.5749, 2.0424], [-1.2646, 1.2837, 2.5016], [-1.8276, 0.3937, 1.6381], [-2.3319, -0.7711, 2.2225], [-2.8611, -1.7805, 1.4489], [-2.9023, -1.6486, 0.0640], [-3.3398, -2.7400, -0.7081], [-2.3372, -4.1055, -0.6161], [-2.5222, -4.7342, 0.6539], [-2.5950, -4.8577, -1.8073], [-0.7464, -3.2955, -0.6748], [-0.2955, -2.8145, -1.8878], [0.7355, -1.8876, -1.9389], [1.2550, -1.4282, -0.7376], [0.8159, -1.9470, 0.4846], [-0.1838, -2.8907, 0.5265], [1.5380, -1.2837, 1.6155], [2.3532, -0.1860, 0.9129], [2.2042, -0.4273, -0.5237], [2.7685, 0.3215, -1.5041], [2.5728, 0.1176, -2.6870], [3.6899, 1.4627, -1.0786], [3.2721, 2.7004, -1.8737], [1.8712, 3.1211, -1.4753], [1.2591, 2.6335, -0.5664], [1.3358, 4.1071, -2.2071], [-2.4317, -0.4791, -0.5175], [-1.8997, 0.5378, 0.2566], [-2.6870, 3.5641, 2.7291], [-2.7518, 3.0669, 1.0377], [-1.7732, 4.4629, 1.5071], [-0.2853, 2.9789, 2.8528], [-0.2842, 2.5111, 1.1393], [-2.2847, -0.8652, 3.2961], [-3.2262, -2.6916, 1.8941], [-3.4939, -2.5141, -1.6808], [-0.7666, -3.1691, -2.7913], [1.0947, -1.5035, -2.8780], [-0.5538, -3.3017, 1.4507], [2.1811, -1.9960, 2.1356], [0.8382, -0.8681, 2.3401], [1.9522, 0.8036, 1.1506], [3.4085, -0.2288, 1.1921], [4.7126, 1.1853, -1.3413], [3.6357, 1.6750, -0.0155], [3.9587, 3.5324, -1.6968], [3.2770, 2.4566, -2.9399], [1.9080, 4.3940, -2.9311], [-2.4665, -0.3636, -1.5917], [-1.5183, 1.4181, -0.2350]], "forces_ev_per_angstrom": [[0.2, -0.4, 0.1], [0.0, 0.4, -0.1], [-0.1, -0.3, 0.1], [-0.1, -0.2, 0.0], [0.1, 0.2, 0.0], [-0.1, 0.2, -0.1], [0.0, 0.7, 0.5], [0.0, -0.9, -0.1], [0.1, 0.2, -0.5], [0.2, 0.3, 0.2], [0.1, 0.2, -0.2], [-0.5, -0.5, 0.1], [0.0, -0.1, 0.0], [0.0, 0.0, -0.2], [-0.4, -0.5, 0.0], [0.0, 0.1, -0.3], [0.2, 0.0, 0.0], [0.1, -0.1, 0.0], [0.2, 0.4, 0.5], [0.1, -0.1, -0.1], [0.3, 0.1, 0.3], [0.0, 0.0, -0.3], [-0.2, 0.1, -0.2], [0.0, -0.3, 0.2], [0.5, 0.0, -0.2], [-0.1, 0.0, 0.0], [-0.4, 0.3, -0.1], [-0.2, -0.3, 0.1], [0.1, 0.2, 0.2], [-0.1, 0.0, 0.1], [-0.1, 0.0, -0.1], [0.0, 0.1, -0.1], [0.0, 0.0, -0.2], [0.0, 0.0, 0.1], [0.0, 0.0, 0.1], [-0.1, -0.1, 0.1], [0.0, -0.1, -0.1], [0.0, 0.0, -0.2], [0.0, 0.0, 0.0], [0.0, 0.0, 0.2], [0.0, 0.0, 0.0], [0.0, 0.0, 0.0], [0.1, -0.1, 0.0], [-0.1, 0.1, 0.0], [0.0, 0.0, 0.0], [0.1, 0.0, 0.0], [0.0, 0.0, 0.0], [0.0, 0.1, 0.1], [0.1, -0.2, 0.2], [0.1, 0.0, -0.1], [0.0, 0.1, 0.0]], "lowdin_charge": [-0.057, -0.243, -0.061, -0.278, 0.006, -0.034, -0.338, -0.051, 0.667, -0.278, -0.291, -0.280, -0.049, 0.028, -0.125, -0.136, -0.006, -0.067, -0.099, 0.044, -0.430, 0.074, -0.082, -0.093, -0.504, 0.117, 0.131, -0.014, -0.004, 0.079, 0.068, 0.078, 0.124, 0.081, 0.122, 0.116, 0.112, 0.117, 0.104, 0.126, 0.123, 0.114, 0.116, 0.127, 0.133, 0.103, 0.133, 0.127, 0.121, 0.120, 0.110]}